Computed, not measured: 2 unconnected molecules or ions with the total composition C38H63F2IN2O3Si at a distorted geometry, with ωB97M-V/def2-TZVPD.

## Properties
Electronic energy (eV): -70935.5442

```
! wB97M-V def2-TZVPD RIJCOSX def2/J DEFGRID3
* xyz 0 1
C 4.700 -5.542 -0.014
C 5.449 -4.534 -1.072
C 4.604 -4.534 -2.477
C 3.245 -3.631 -2.254
C 1.849 -4.409 -2.728
C 0.890 -3.293 -3.455
C -0.542 -3.023 -2.634
C -0.533 -1.656 -1.736
C -0.072 -1.857 -0.140
O 0.302 -3.224 0.352
C -0.888 -3.591 1.187
C -1.406 -5.129 0.952
N -0.014 -0.735 0.871
C -0.429 0.692 0.452
C -0.350 1.820 1.650
C 0.966 1.605 2.661
C 0.530 0.815 4.047
O 1.501 -0.207 4.467
C 0.866 -1.530 4.620
C -0.925 1.022 -1.111
I -1.539 3.069 -1.511
C -0.980 -0.137 -2.279
C -1.441 0.014 -3.820
F -0.347 -0.619 -4.656
F -1.600 1.358 -4.385
C -2.808 -0.836 -4.239
C -3.872 -1.057 -3.021
Si -5.040 -2.526 -3.606
C -6.330 -2.724 -2.138
C -5.899 -2.188 -5.297
C -4.073 -4.236 -3.631
C -3.234 -4.784 -4.943
C -2.454 -6.263 -4.960
C -2.463 -7.297 -3.647
C -3.299 -6.738 -2.322
C -4.077 -5.265 -2.312
H 3.637 -5.104 0.220
H 4.634 -6.601 -0.562
H 5.307 -5.627 1.004
H 5.539 -3.449 -0.589
H 6.534 -4.910 -1.323
H 5.275 -4.029 -3.295
H 4.332 -5.611 -2.885
H 3.409 -2.632 -2.866
H 3.054 -3.305 -1.141
H 2.195 -5.196 -3.555
H 1.335 -5.005 -1.857
H 1.404 -2.250 -3.634
H 0.590 -3.711 -4.530
H -0.669 -3.990 -1.945
H -1.387 -3.096 -3.439
H -1.794 -2.884 0.866
H -0.716 -3.392 2.332
H -2.307 -5.111 0.172
H -0.598 -5.872 0.546
H -1.887 -5.566 1.952
H 0.269 -0.971 1.847
H -1.292 1.781 2.382
H -0.274 2.926 1.279
H 1.823 0.979 2.167
H 1.447 2.661 2.936
H 0.391 1.557 4.971
H -0.503 0.275 3.873
H -0.187 -1.499 5.138
H 1.574 -2.184 5.321
H 0.750 -2.137 3.626
H -2.511 -1.837 -4.817
H -3.372 -0.182 -5.064
H -3.422 -1.429 -2.008
H -4.570 -0.113 -2.932
H -6.686 -1.626 -1.836
H -7.213 -3.425 -2.452
H -5.763 -3.127 -1.168
H -6.555 -3.156 -5.534
H -5.160 -2.084 -6.215
H -6.679 -1.298 -5.247
H -3.226 -4.070 -5.890
H -1.881 -6.600 -5.925
H -1.922 -8.358 -3.665
H -3.292 -7.462 -1.377
H -4.647 -5.002 -1.321
C 3.765 6.077 4.006
C 2.384 6.651 4.391
C 2.530 8.144 4.786
C 2.829 9.097 3.634
C 2.294 8.621 2.289
C 1.116 7.616 2.375
N 1.551 6.466 3.188
O 0.576 5.487 3.313
C 0.850 7.134 0.923
C -0.152 8.342 2.879
C 1.921 5.916 5.682
H 3.696 5.012 3.760
H 4.482 6.175 4.831
H 4.195 6.585 3.138
H 1.609 8.480 5.278
H 3.316 8.261 5.548
H 2.406 10.081 3.874
H 3.911 9.250 3.550
H 2.013 9.495 1.688
H 3.123 8.153 1.744
H 1.705 6.570 0.532
H 0.682 7.984 0.251
H -0.036 6.491 0.857
H -0.406 9.177 2.214
H -0.037 8.758 3.885
H -1.022 7.677 2.898
H 2.637 6.074 6.499
H 1.848 4.832 5.538
H 0.948 6.285 6.027
*
```



Computed, not measured: a molecular structure, C26H33N6O9PSi2 at a distorted geometry, with ωB97M-V/def2-TZVPD.

## Properties
Electronic energy (eV): -79899.7354

```
! wB97M-V def2-TZVPD RIJCOSX def2/J DEFGRID3
* xyz 0 1
C -1.210 -1.133 7.692
C -1.982 -1.796 6.557
N -2.308 -0.917 5.432
Si -3.458 0.364 5.711
O -4.238 0.164 7.170
Si -5.907 0.218 7.211
P -6.717 -1.844 6.865
N -8.308 -1.801 6.819
H -0.496 -0.450 7.256
H -1.868 -0.613 8.368
H -0.646 -1.883 8.224
H -2.885 -2.257 6.925
H -1.369 -2.605 6.181
H -1.466 -0.517 5.038
H -2.761 1.664 5.741
H -4.437 0.376 4.600
H -6.335 0.665 8.548
H -6.493 1.090 6.183
H -6.113 -2.305 5.675
H -6.192 -2.653 7.901
H -8.624 -2.153 5.924
C -1.729 0.095 -0.974
C -0.744 1.072 -0.991
C -0.596 1.928 0.087
C -1.444 1.787 1.168
C -2.436 0.824 1.203
C -2.575 -0.026 0.120
N -1.282 2.682 2.323
O -0.413 3.527 2.268
O -2.029 2.519 3.271
H -1.833 -0.576 -1.816
H -0.091 1.165 -1.846
H 0.168 2.690 0.082
H -3.088 0.736 2.058
H -3.343 -0.787 0.131
C 4.576 1.490 -5.202
C 4.731 0.966 -3.927
C 3.707 0.240 -3.346
C 2.539 0.050 -4.060
C 2.362 0.568 -5.328
C 3.392 1.294 -5.900
N 1.452 -0.725 -3.451
O 1.614 -1.142 -2.322
O 0.442 -0.901 -4.108
H 5.381 2.054 -5.654
H 5.654 1.123 -3.385
H 3.817 -0.170 -2.354
H 1.436 0.413 -5.860
H 3.270 1.708 -6.890
C 7.171 -2.947 0.925
C 7.748 -3.362 -0.267
C 8.090 -2.432 -1.234
C 7.848 -1.095 -0.984
C 7.274 -0.661 0.195
C 6.933 -1.599 1.154
N 8.215 -0.102 -2.004
O 8.692 -0.510 -3.044
O 8.009 1.069 -1.751
H 6.907 -3.677 1.678
H 7.931 -4.412 -0.445
H 8.537 -2.745 -2.165
H 7.094 0.389 0.365
H 6.482 -1.278 2.082
C -4.620 -0.017 -6.229
C -3.597 -0.418 -5.381
C -2.622 0.485 -4.993
C -2.691 1.781 -5.466
C -3.698 2.199 -6.314
C -4.668 1.289 -6.697
N -1.666 2.750 -5.050
O -0.783 2.356 -4.313
O -1.763 3.886 -5.465
H -5.381 -0.725 -6.528
H -3.557 -1.436 -5.021
H -1.821 0.175 -4.339
H -3.728 3.217 -6.671
H -5.463 1.600 -7.359
*
```



Computed, not measured: 2 unconnected molecules or ions with the total composition C5H12FNP at a distorted geometry, with ωB97M-V/def2-TZVPD.

## Properties
Electronic energy (eV): -18866.7738

```
! wB97M-V def2-TZVPD RIJCOSX def2/J DEFGRID3
* xyz 1 1
C -0.153 -0.083 1.548
C 0.706 -1.224 2.032
C 1.625 -0.565 0.053
C 0.326 0.181 0.128
C -2.052 1.845 -1.071
N 2.019 -1.048 1.276
F -0.900 -0.737 -2.735
P -0.283 1.452 -0.801
H -1.168 -0.249 1.687
H 0.144 0.810 2.078
H 0.862 -1.193 3.088
H 0.240 -2.170 1.726
H 1.528 -1.332 -0.680
H 2.347 0.092 -0.609
H -2.314 1.421 -2.038
H -2.124 2.944 -1.018
H -2.653 1.542 -0.185
H 2.755 -1.830 1.325
H -1.123 -0.982 -3.609
H 0.219 1.127 -2.196
*
```



Computed, not measured: a molecular structure, C12H17BN6O2Pb at a distorted geometry, with ωB97M-V/def2-TZVPD.

## Properties
Electronic energy (eV): -31623.9728

```
! wB97M-V def2-TZVPD RIJCOSX def2/J DEFGRID3
* xyz 4 1
C 0.504 -0.785 -3.070
N -0.311 -0.125 -2.208
N -1.368 0.501 -2.747
C -1.268 0.218 -4.033
C -0.143 -0.555 -4.244
B -2.412 1.374 -1.890
N -3.003 0.629 -0.646
N -2.207 -0.043 0.236
C -2.958 -0.616 1.207
C -4.280 -0.311 0.901
C -4.275 0.459 -0.259
Pb 0.020 -0.178 -0.178
N -1.769 2.730 -1.434
N -0.733 2.778 -0.555
C -0.350 4.076 -0.456
C -1.228 4.871 -1.221
C -2.111 3.978 -1.818
H 0.482 4.411 0.151
H -2.952 4.091 -2.476
H -1.246 5.929 -1.344
H -3.275 1.608 -2.639
H -5.036 0.905 -0.861
H -2.043 0.628 -4.607
H -5.133 -0.606 1.446
H 0.212 -0.929 -5.138
H -2.515 -1.196 2.015
H 1.404 -1.309 -2.655
H 0.015 1.433 1.282
C 0.284 0.451 1.840
H -0.618 0.296 2.533
H 0.545 -0.700 1.573
H 1.349 0.691 2.223
C 3.320 -0.253 -0.157
C 2.896 1.140 -0.551
O 3.681 1.999 -0.870
O 1.600 1.416 -0.557
H 4.400 -0.289 -0.237
H 2.920 -1.028 -0.817
H 3.057 -0.504 0.874
*
```



Computed, not measured: C8H9BrN2O2 in the gas phase at a distorted geometry, with ωB97M-V/def2-TZVPD.

## Properties
Electronic energy (eV): -85548.6399

```
! wB97M-V def2-TZVPD RIJCOSX def2/J DEFGRID3
* xyz 0 3
C 0.552 -3.055 -0.321
C -0.047 -1.769 -0.465
C -1.004 -1.607 0.592
C -0.929 3.380 -1.369
C -0.123 1.659 0.039
C -0.596 2.213 -2.287
C -0.068 1.118 -1.382
C -1.622 -3.197 2.356
N 0.072 -3.693 0.729
N -0.884 -2.804 1.201
O -0.259 3.024 -0.131
O 0.785 1.783 -2.226
Br -0.329 -0.744 -2.009
H 1.327 -3.425 -1.078
H -0.494 4.359 -1.606
H -2.037 3.449 -1.264
H -0.984 1.169 0.619
H 0.878 1.661 0.452
H -1.344 1.874 -3.160
H -0.881 -3.675 3.081
H -2.000 -2.274 2.869
H -2.571 -3.728 2.212
*
```



Computed, not measured: 2 unconnected molecules or ions with the total composition BrIS at a distorted geometry, with ωB97M-V/def2-TZVPD.

## Properties
Electronic energy (eV): -88975.6433

```
! wB97M-V def2-TZVPD RIJCOSX def2/J DEFGRID3
* xyz 0 1
S 0.089 -0.172 -0.001
Br 1.794 1.249 -0.001
I -3.419 0.217 0.001
*
```



Computed, not measured: 2 unconnected molecules or ions with the total composition C2H3NO2S2 at a distorted geometry, with ωB97M-V/def2-TZVPD.

## Properties
Electronic energy (eV): -29371.3051

```
! wB97M-V def2-TZVPD RIJCOSX def2/J DEFGRID3
* xyz 0 1
C -0.486 -0.099 -0.963
C 0.641 -0.028 1.280
N -0.235 1.036 -1.666
O -0.881 1.971 -1.182
O 0.608 1.103 -2.536
S -1.589 -1.205 -0.776
S -0.401 -1.201 1.888
H 0.420 0.998 1.497
H 1.618 -0.294 0.922
H 0.307 -2.282 1.537
*
```



Number 1: M 788.92 g mol⁻¹. Number 2: M 660.73 g mol⁻¹. Number 3: M 136.13 g mol⁻¹. Number 4: M 495.32 g mol⁻¹. Number 5: M 245.08 g mol⁻¹. Number 6: M 238.88 g mol⁻¹. Number 7: M 137.19 g mol⁻¹.